The following is a DFT calculation (the ωB97M-V functional and the def2-TZVPD basis) of a structure of composition C12H18AgFO6 at a distorted geometry.

For the HOMO energy (spin up / spin down), the calculation gives -14.855 / -14.854 eV. Its expectation value of S² is 2.01. As for the frontier orbital gap (spin up / spin down): 7.979 / 2.906 eV. Its LUMO energy (spin up / spin down) is -6.88 / -11.95 eV.

```
! wB97M-V def2-TZVPD RIJCOSX def2/J DEFGRID3
* xyz 2 3
Ag -1.549 0.236 -4.105
F -1.428 0.419 -1.890
O 1.091 2.294 3.989
C 0.598 2.219 2.886
O 0.139 1.110 2.394
C -0.620 1.345 1.193
C -0.922 2.907 1.272
C 0.474 3.317 1.812
H -1.548 0.776 1.138
H -0.118 1.110 0.254
H -1.746 3.037 1.973
H -1.161 3.397 0.328
H 0.664 4.226 2.383
H 1.246 3.031 1.097
O -3.339 -1.148 1.990
C -3.072 -1.684 0.894
O -3.993 -2.196 0.143
C -3.387 -2.598 -1.129
C -1.932 -2.829 -0.688
C -1.677 -1.896 0.383
H -3.513 -1.712 -1.752
H -3.942 -3.437 -1.549
H -1.337 -2.700 -1.592
H -1.671 -3.826 -0.335
H -1.381 -0.886 0.098
H -0.941 -2.154 1.144
O 3.119 -0.185 -3.630
C 3.108 -0.182 -2.447
O 4.150 0.319 -1.757
C 3.826 0.439 -0.333
C 2.659 -0.516 -0.230
C 2.011 -0.589 -1.533
H 3.538 1.437 -0.001
H 4.682 0.164 0.283
H 2.015 -0.233 0.603
H 3.096 -1.491 -0.016
H 1.163 0.096 -1.554
H 1.701 -1.618 -1.713
*
```

For reference, the Mulliken charges in units of e are: 0.743, -0.603, -0.122, 0.585, -0.212, 0.382, -0.673, -0.283, 0.063, -0.283, 0.348, 0.410, 0.423, 0.209, -0.155, 0.610, -0.272, -0.393, -0.568, 0.600, 0.232, 0.361, 0.243, 0.352, -0.579, 0.524, -0.541, 0.290, -0.344, -0.361, -0.435, 0.277, 0.148, 0.331, 0.149, 0.344, -0.026, 0.227

The following is a DFT calculation (the ωB97M-V functional and the def2-TZVPD basis) of a structure of composition C12H18AsN4O8RuS.

For the HOMO energy (spin up / spin down), the calculation gives -8.864 / -8.643 eV. Its expectation value of S² is 0.75. As for the frontier orbital gap (spin up / spin down): 8.941 / 7.955 eV. Its LUMO energy (spin up / spin down) is 0.08 / -0.69 eV. The energy above the lowest of the compared OMol25 structures with the same formula, charge and spin comes out at 1.038 eV.

```
! wB97M-V def2-TZVPD RIJCOSX def2/J DEFGRID3
* xyz 0 2
Ru -1.392 -1.568 -0.426
O -4.348 -1.513 1.524
As -3.708 0.086 1.173
O -4.954 1.100 1.010
O -2.680 -0.085 -0.204
C -2.498 0.631 2.574
C -2.890 1.803 3.211
C -2.073 2.393 4.165
C -0.856 1.817 4.490
C -0.452 0.646 3.867
C -1.269 0.057 2.909
S -0.584 -1.397 2.149
O 0.214 -2.042 3.131
O 0.122 -0.919 0.915
O -1.715 -2.213 1.587
H -3.631 -2.087 1.836
H -3.843 2.240 2.938
H -2.392 3.304 4.655
H -0.217 2.271 5.236
H 0.485 0.175 4.132
N -3.016 -2.504 -1.314
H -3.223 -3.363 -0.816
H -2.933 -2.715 -2.302
H -3.789 -1.856 -1.179
N -0.409 -0.611 -1.973
C 0.485 0.091 -2.168
N 1.517 0.875 -2.322
C 2.255 0.934 -3.591
C 3.585 0.199 -3.444
C 4.204 0.442 -2.051
C 3.621 1.683 -1.377
C 2.126 1.508 -1.131
H 2.403 1.988 -3.834
H 1.635 0.505 -4.375
H 4.256 0.531 -4.239
H 3.421 -0.870 -3.588
H 5.287 0.535 -2.132
H 4.012 -0.423 -1.412
H 3.808 2.572 -1.984
H 4.102 1.857 -0.414
H 1.634 2.462 -0.931
H 1.954 0.848 -0.281
O 1.605 -2.936 -1.441
N 0.526 -3.245 -1.798
O -0.384 -3.206 -0.772
*
```

For reference, the Mulliken charges in units of e are: 0.357, -0.665, 1.087, -0.734, -0.667, -0.264, -0.510, -0.556, -0.540, -0.871, 0.738, 1.655, -0.658, -0.336, -0.784, 0.436, 0.529, 0.394, 0.393, 0.470, -0.525, 0.336, 0.299, 0.296, -0.379, 0.712, 0.034, -0.882, -0.538, -0.550, -0.725, -0.573, 0.355, 0.456, 0.357, 0.270, 0.373, 0.272, 0.321, 0.380, 0.234, 0.359, -0.294, 0.246, -0.306

The following is a DFT calculation (the ωB97M-V functional and the def2-TZVPD basis) of a cluster of 3 separate species, C12H18BBr4NO3 in total at a distorted geometry.

For the HOMO energy, the calculation gives -8.742 eV. Its SMILES is CN(C)B(O)C1=CC(=O)C=CC1=O.BrCCBr.BrCCBr. As for the frontier orbital gap: 7.558 eV. Its LUMO energy is -1.18 eV.

```
! wB97M-V def2-TZVPD RIJCOSX def2/J DEFGRID3
* xyz 0 1
C -1.244 -0.968 -0.921
N -0.110 -1.708 -0.311
C -0.089 -3.099 -0.799
B 1.172 -1.043 -0.584
O 1.557 -0.674 -1.861
C 2.117 -0.796 0.696
C 2.708 -1.867 1.212
C 3.564 -1.708 2.432
O 4.053 -2.672 2.951
C 3.780 -0.352 3.033
C 3.195 0.707 2.522
C 2.327 0.559 1.299
O 1.782 1.515 0.833
H -0.927 -0.257 -1.698
H -1.898 -1.715 -1.389
H -1.863 -0.484 -0.155
H -0.147 -3.141 -1.901
H 0.797 -3.644 -0.447
H -0.971 -3.607 -0.386
H 2.448 -1.008 -2.038
H 2.580 -2.850 0.767
H 4.401 -0.264 3.921
H 3.319 1.704 2.937
Br -0.531 4.744 -1.423
C 1.307 4.516 -0.820
C 2.060 5.819 -0.853
Br 2.571 6.306 -2.668
H 1.753 3.748 -1.445
H 1.228 4.146 0.200
H 2.998 5.730 -0.308
H 1.488 6.651 -0.452
Br -4.398 -3.244 0.817
C -5.666 -1.806 0.476
C -5.994 -1.699 -0.990
Br -4.547 -0.855 -1.978
H -5.230 -0.898 0.881
H -6.554 -2.067 1.048
H -6.859 -1.055 -1.140
H -6.178 -2.662 -1.456
*
```

For reference, the Mulliken charges in units of e are: -0.981, -0.134, -0.981, 0.721, -0.647, 0.529, -0.256, 0.148, -0.540, -0.482, -0.521, 0.333, -0.503, 0.331, 0.300, 0.288, 0.351, 0.342, 0.234, 0.309, 0.284, 0.416, 0.427, -0.133, -0.556, -0.532, -0.149, 0.387, 0.243, 0.360, 0.388, -0.130, -0.586, -0.572, -0.105, 0.367, 0.349, 0.332, 0.367

The following is a DFT calculation (the ωB97M-V functional and the def2-TZVPD basis) of a structure of composition C12H18BCl6F10N3NiO4S2 at a distorted geometry.

For the HOMO energy (spin up / spin down), the calculation gives -10.313 / -10.313 eV. Its expectation value of S² is 2.00. As for the frontier orbital gap (spin up / spin down): 7.833 / 6.687 eV. Its LUMO energy (spin up / spin down) is -2.48 / -3.63 eV. The energy above the lowest of the compared OMol25 structures with the same formula, charge and spin comes out at 0.000 eV.

```
! wB97M-V def2-TZVPD RIJCOSX def2/J DEFGRID3
* xyz 0 3
Ni -1.682 1.511 1.145
B -2.571 -1.169 2.633
F -3.897 -1.508 2.759
F -1.726 -2.197 2.324
F -2.499 -0.140 1.548
F -2.128 -0.508 3.804
C 0.318 3.648 -1.464
F 1.095 3.413 -2.506
F 0.251 4.944 -1.225
F -0.920 3.182 -1.685
S 1.031 2.794 0.042
O 2.357 2.425 -0.270
O 0.797 3.657 1.152
N 0.027 1.497 0.230
S 0.481 0.132 -0.561
O -0.661 -0.729 -0.475
O 1.054 0.348 -1.844
C 1.827 -0.622 0.499
F 2.053 0.105 1.591
F 1.472 -1.824 0.832
F 2.925 -0.720 -0.238
C -2.217 -4.254 0.244
C -1.188 -5.197 0.655
N -0.361 -5.927 0.976
H -1.758 -3.290 0.001
H -2.949 -4.015 1.009
H -2.711 -4.579 -0.672
C -0.756 2.857 5.352
C -0.815 2.244 4.036
N -0.861 1.765 3.003
H -0.542 3.911 5.146
H 0.066 2.475 5.950
H -1.717 2.742 5.844
Cl 4.019 0.130 -4.793
C 2.574 1.192 -4.825
C 2.134 1.454 -6.248
Cl 1.499 0.005 -7.037
H 2.856 2.102 -4.298
H 1.801 0.697 -4.239
H 2.988 1.810 -6.821
H 1.366 2.225 -6.281
Cl 1.806 -3.224 4.050
C 1.113 -1.639 4.456
C 2.157 -0.695 4.958
Cl 2.864 -1.168 6.513
H 0.261 -1.755 5.120
H 0.693 -1.263 3.525
H 1.710 0.298 5.063
H 2.962 -0.581 4.235
Cl -2.122 0.400 -5.850
C -2.670 -0.789 -4.621
C -1.664 -0.884 -3.509
Cl -0.223 -1.803 -3.981
H -2.818 -1.741 -5.119
H -3.611 -0.398 -4.243
H -2.148 -1.442 -2.709
H -1.342 0.099 -3.183
*
```

For reference, the Mulliken charges in units of e are: 0.507, 0.456, -0.295, -0.269, -0.245, -0.369, 0.703, -0.190, -0.221, -0.238, 0.835, -0.548, -0.632, 0.191, 0.657, -0.535, -0.393, 0.575, -0.212, -0.161, -0.210, -0.262, 0.315, -0.436, -0.175, 0.237, 0.358, -1.035, 0.554, 0.079, 0.352, 0.313, 0.311, -0.205, 0.194, -0.441, -0.166, 0.207, -0.203, 0.378, 0.283, -0.176, 0.133, -0.139, -0.199, 0.356, -0.377, 0.072, 0.250, -0.197, -0.531, 0.096, -0.162, 0.364, 0.332, 0.139, -0.027